{"formula": "C17H22ClNO3", "method": "ωB97M-V with the def2-TZVPD basis set", "symbols": ["C", "C", "C", "C", "C", "C", "O", "O", "C", "C", "C", "N", "C", "C", "C", "C", "C", "O", "C", "Cl", "C", "C", "H", "H", "H", "H", "H", "H", "H", "H", "H", "H", "H", "H", "H", "H", "H", "H", "H", "H", "H", "H", "H", "H"], "coordinates": [[4.11, -2.54, -3.61], [3.19, -3.21, -2.60], [3.45, -2.65, -1.17], [2.71, -1.30, -0.92], [3.44, -0.12, -0.82], [2.91, 0.96, 0.02], [3.69, 1.82, 0.36], [1.55, 1.05, 0.26], [0.73, 0.02, -0.05], [-0.67, 0.34, 0.02], [-1.17, 1.72, 0.42], [-2.50, 1.67, 1.08], [-2.55, 0.93, 2.37], [-3.97, 0.53, 2.67], [-3.06, 3.05, 1.18], [-2.22, 4.16, 2.03], [-1.48, -0.70, -0.32], [-2.82, -0.62, -0.15], [-1.04, -2.01, -0.70], [-2.10, -3.37, -0.90], [0.31, -2.19, -0.89], [1.27, -1.17, -0.58], [3.93, -2.98, -4.59], [5.11, -2.80, -3.26], [3.95, -1.47, -3.68], [2.17, -3.15, -2.87], [3.46, -4.25, -2.67], [4.49, -2.46, -0.93], [3.16, -3.39, -0.41], [4.47, -0.21, -1.17], [-1.29, 2.37, -0.45], [-0.46, 2.25, 1.16], [-2.25, 1.56, 3.24], [-1.88, 0.07, 2.36], [-4.08, -0.44, 3.05], [-4.78, 0.53, 1.85], [-4.40, 1.26, 3.32], [-3.99, 2.86, 1.70], [-3.23, 3.47, 0.13], [-1.26, 4.39, 1.51], [-2.86, 5.05, 2.04], [-1.90, 3.88, 3.05], [-2.86, 0.24, 0.29], [0.71, -3.11, -1.37]], "nbo_charge": [-0.60, -0.39, -0.44, 0.12, -0.35, 0.74, -0.56, -0.48, 0.44, -0.22, -0.24, -0.48, -0.25, -0.64, -0.20, -0.65, 0.38, -0.69, -0.11, 0.02, -0.17, -0.22, 0.21, 0.20, 0.21, 0.20, 0.20, 0.22, 0.23, 0.23, 0.22, 0.21, 0.19, 0.22, 0.23, 0.22, 0.20, 0.20, 0.21, 0.21, 0.22, 0.21, 0.50, 0.23], "smiles": "CCCc1cc(=O)oc2c(CN(CC)CC)c(O)c(Cl)cc12", "de_lowest_kj_mol": 295.2, "e_tot_ha": -1401.60231, "lumo_energy_ev": 0.2, "total_charge": 0}

{"formula": "C17H22IN3", "method": "ωB97M-V with the def2-TZVPD basis set", "symbols": ["H", "N", "C", "N", "C", "C", "C", "C", "I", "C", "C", "N", "C", "C", "C", "C", "C", "C", "C", "C", "C", "C", "H", "H", "H", "H", "H", "H", "H", "H", "H", "H", "H", "H", "H", "H", "H", "H", "H", "H", "H", "H", "H"], "coordinates": [[-0.91, 1.25, -3.78], [-0.24, 1.43, -3.04], [-0.63, 1.13, -1.88], [-1.85, 0.52, -1.53], [-2.43, -0.59, -2.10], [-3.67, -1.02, -1.62], [-4.27, -2.15, -2.13], [-3.63, -2.87, -3.13], [-4.55, -4.62, -3.90], [-2.41, -2.46, -3.62], [-1.80, -1.33, -3.10], [0.12, 1.51, -0.80], [0.29, 0.65, 0.36], [0.29, 1.45, 1.67], [0.26, 0.46, 2.84], [1.51, -0.42, 2.78], [2.75, 0.46, 2.90], [2.78, 1.45, 1.73], [1.53, 2.33, 1.77], [2.82, 0.68, 0.41], [1.58, -0.20, 0.30], [1.55, -1.19, 1.46], [-2.26, 0.85, -0.66], [-4.16, -0.46, -0.84], [-5.22, -2.47, -1.74], [-1.91, -3.03, -4.39], [-0.83, -1.03, -3.47], [0.96, 2.00, -1.08], [-0.56, -0.04, 0.38], [-0.61, 2.08, 1.70], [0.22, 1.00, 3.78], [-0.64, -0.17, 2.78], [1.49, -1.13, 3.62], [2.74, 1.00, 3.85], [3.65, -0.16, 2.88], [3.67, 2.08, 1.81], [1.50, 2.89, 2.71], [1.55, 3.05, 0.96], [2.88, 1.38, -0.42], [3.71, 0.06, 0.38], [1.60, -0.74, -0.65], [2.44, -1.82, 1.43], [0.68, -1.84, 1.38]], "nbo_charge": [0.35, -0.74, 0.59, -0.66, 0.26, -0.27, -0.23, -0.17, 0.12, -0.21, -0.29, -0.63, -0.05, -0.22, -0.40, -0.22, -0.40, -0.22, -0.41, -0.41, -0.22, -0.40, 0.40, 0.21, 0.23, 0.23, 0.23, 0.40, 0.21, 0.21, 0.21, 0.20, 0.21, 0.21, 0.21, 0.21, 0.21, 0.21, 0.20, 0.21, 0.22, 0.21, 0.21], "smiles": "[H]/N=C(\\Nc1ccc(I)cc1)N[C@H]1[C@@H]2C[C@H]3C[C@@H](C2)C[C@@H]1C3", "e_tot_ha": -1123.00178, "lumo_energy_ev": 0.5, "total_charge": 0}

{"formula": "C17H22LiN4O9P2S2", "method": "ωB97M-V with the def2-TZVPD basis set", "symbols": ["Li", "C", "C", "O", "P", "O", "O", "O", "P", "O", "O", "O", "H", "H", "H", "H", "H", "H", "H", "O", "C", "C", "C", "C", "C", "C", "C", "O", "N", "N", "C", "S", "C", "C", "S", "H", "H", "H", "H", "H", "H", "H", "H", "H", "N", "C", "C", "C", "N", "C", "C", "H", "H", "H", "H", "H", "H"], "coordinates": [[0.24, -0.27, -0.11], [2.97, -1.52, 2.80], [2.57, -0.09, 2.50], [3.17, 0.80, 3.44], [2.98, 0.48, 0.78], [4.51, 0.03, 0.57], [2.87, 1.98, 0.93], [2.09, -0.26, -0.19], [0.74, 0.08, 2.55], [0.37, 0.17, 4.11], [0.46, 1.54, 1.99], [0.01, -0.99, 1.84], [4.05, -1.64, 2.64], [2.44, -2.21, 2.16], [2.74, -1.76, 3.84], [3.28, 1.64, 2.96], [4.68, -0.06, -0.37], [1.24, 1.95, 1.53], [-0.53, -0.14, 4.22], [-3.32, 3.66, -0.70], [-4.05, 2.51, -0.69], [-5.44, 2.59, -0.55], [-6.22, 1.45, -0.51], [-5.61, 0.20, -0.59], [-4.23, 0.14, -0.72], [-3.42, 1.27, -0.79], [-1.94, 1.01, -0.95], [-1.52, -0.15, -0.67], [-1.23, 2.03, -1.41], [0.07, 1.61, -1.67], [0.89, 2.56, -1.87], [2.51, 2.23, -2.51], [3.15, 3.91, -2.30], [2.28, 4.63, -1.28], [0.53, 4.27, -1.60], [-3.93, 4.40, -0.60], [-5.90, 3.57, -0.48], [-7.29, 1.54, -0.41], [-6.21, -0.70, -0.54], [-3.72, -0.82, -0.75], [3.13, 4.43, -3.26], [4.17, 3.84, -1.94], [2.42, 5.71, -1.35], [2.54, 4.29, -0.28], [-0.12, -6.68, -0.50], [0.03, -5.31, -0.66], [-1.03, -4.51, -1.08], [-0.84, -3.14, -1.18], [0.31, -2.53, -0.89], [1.32, -3.30, -0.48], [1.23, -4.67, -0.35], [-0.86, -7.10, -1.04], [0.73, -7.22, -0.52], [-1.99, -4.95, -1.32], [-1.65, -2.48, -1.48], [2.23, -2.77, -0.24], [2.09, -5.24, 0.00]], "nbo_charge": [0.86, -0.63, -0.48, -0.73, 2.36, -1.00, -1.18, -1.18, 2.33, -0.98, -1.02, -1.12, 0.22, 0.24, 0.21, 0.50, 0.50, 0.54, 0.51, -0.64, 0.41, -0.34, -0.20, -0.27, -0.15, -0.19, 0.59, -0.81, -0.48, -0.33, -0.08, 0.25, -0.54, -0.55, 0.24, 0.46, 0.19, 0.20, 0.20, 0.23, 0.20, 0.22, 0.21, 0.24, -0.80, 0.19, -0.32, 0.07, -0.45, 0.07, -0.33, 0.37, 0.37, 0.20, 0.22, 0.21, 0.20], "de_lowest_kj_mol": 15.6, "e_tot_ha": -3044.22498, "lumo_energy_ev": 2.6, "total_charge": -1}

{"formula": "C17H22N2O2", "method": "ωB97M-V with the def2-TZVPD basis set", "symbols": ["O", "C", "C", "C", "C", "C", "C", "C", "N", "C", "C", "C", "N", "C", "C", "C", "C", "C", "C", "C", "O", "H", "H", "H", "H", "H", "H", "H", "H", "H", "H", "H", "H", "H", "H", "H", "H", "H", "H", "H", "H", "H", "H"], "coordinates": [[1.09, 0.20, -2.13], [0.76, 1.17, -1.23], [-0.55, 1.63, -1.20], [-0.93, 2.58, -0.28], [-0.01, 3.08, 0.63], [1.30, 2.64, 0.58], [1.71, 1.69, -0.34], [3.14, 1.23, -0.43], [3.19, -0.24, -0.41], [2.92, -0.79, 0.91], [2.48, -2.25, 0.85], [1.25, -2.48, -0.02], [0.11, -1.73, 0.46], [-1.06, -1.88, -0.38], [-2.17, -0.95, 0.05], [-2.21, -0.47, 1.35], [-3.19, 0.41, 1.76], [-4.17, 0.81, 0.87], [-4.16, 0.33, -0.42], [-3.17, -0.56, -0.84], [-3.24, -1.00, -2.13], [1.95, -0.16, -1.84], [-1.26, 1.24, -1.92], [-1.96, 2.92, -0.25], [-0.31, 3.81, 1.36], [2.03, 3.04, 1.28], [3.72, 1.68, 0.39], [3.57, 1.56, -1.38], [4.09, -0.57, -0.73], [2.11, -0.19, 1.36], [3.79, -0.70, 1.58], [3.30, -2.85, 0.45], [2.27, -2.59, 1.86], [0.99, -3.55, 0.02], [1.49, -2.24, -1.07], [0.34, -0.75, 0.49], [-1.40, -2.93, -0.31], [-0.80, -1.69, -1.44], [-1.44, -0.79, 2.04], [-3.20, 0.78, 2.78], [-4.95, 1.50, 1.18], [-4.92, 0.62, -1.14], [-2.49, -1.57, -2.32]], "nbo_charge": [-0.72, 0.37, -0.29, -0.18, -0.27, -0.13, -0.18, -0.24, -0.66, -0.23, -0.40, -0.21, -0.63, -0.23, -0.13, -0.18, -0.24, -0.20, -0.30, 0.38, -0.68, 0.50, 0.22, 0.22, 0.21, 0.20, 0.18, 0.21, 0.37, 0.20, 0.18, 0.20, 0.22, 0.19, 0.17, 0.36, 0.20, 0.16, 0.23, 0.21, 0.21, 0.22, 0.48], "smiles": "Oc1ccccc1CNCCCNCc1ccccc1O", "de_lowest_kj_mol": 186.9, "e_tot_ha": -920.99490, "lumo_energy_ev": 0.7, "total_charge": 0}

{"formula": "C17H22N2O3", "method": "ωB97M-V with the def2-TZVPD basis set", "symbols": ["C", "C", "C", "C", "C", "N", "C", "C", "C", "O", "O", "C", "C", "C", "O", "N", "C", "C", "C", "C", "C", "C", "H", "H", "H", "H", "H", "H", "H", "H", "H", "H", "H", "H", "H", "H", "H", "H", "H", "H", "H", "H", "H", "H"], "coordinates": [[-3.06, -2.23, -0.71], [-1.57, -1.94, -0.73], [-0.75, -3.20, -0.44], [0.75, -3.05, -0.68], [1.44, -2.06, 0.27], [1.24, -0.70, -0.16], [0.81, 0.36, 0.53], [0.14, 1.40, -0.13], [-0.04, 1.36, -1.58], [0.43, 0.49, -2.32], [-0.77, 2.36, -2.07], [-0.97, 2.40, -3.48], [0.21, 3.05, -4.19], [-0.48, 2.48, 0.61], [-1.08, 3.44, 0.17], [-0.41, 2.35, 1.99], [0.38, 1.48, 2.67], [0.53, 1.59, 4.06], [1.41, 0.77, 4.72], [2.18, -0.15, 4.01], [2.01, -0.29, 2.65], [1.07, 0.48, 1.96], [-3.63, -1.32, -0.90], [-3.36, -2.62, 0.26], [-3.33, -2.96, -1.47], [-1.34, -1.17, 0.01], [-1.29, -1.55, -1.71], [-0.93, -3.51, 0.59], [-1.11, -4.00, -1.09], [1.22, -4.03, -0.55], [0.93, -2.73, -1.71], [1.04, -2.20, 1.28], [2.52, -2.29, 0.28], [1.08, -0.60, -1.17], [-1.88, 2.99, -3.61], [-1.12, 1.39, -3.85], [1.10, 2.44, -4.06], [0.00, 3.15, -5.25], [0.40, 4.04, -3.77], [-0.88, 3.09, 2.51], [-0.03, 2.34, 4.59], [1.53, 0.86, 5.79], [2.92, -0.75, 4.53], [2.65, -0.97, 2.12]], "nbo_charge": [-0.60, -0.40, -0.39, -0.40, -0.22, -0.58, 0.35, -0.41, 0.80, -0.68, -0.47, -0.07, -0.63, 0.66, -0.60, -0.61, 0.30, -0.27, -0.16, -0.26, -0.14, -0.20, 0.21, 0.20, 0.20, 0.20, 0.21, 0.19, 0.20, 0.21, 0.20, 0.21, 0.19, 0.45, 0.19, 0.19, 0.22, 0.21, 0.21, 0.41, 0.21, 0.22, 0.22, 0.22], "smiles": "CCCCCNc1c(C(=O)OCC)c(=O)[nH]c2ccccc12", "de_lowest_kj_mol": 79.7, "e_tot_ha": -996.28269, "lumo_energy_ev": 0.1, "total_charge": 0}